(1)
{
  "formula": "C9H28O5",
  "method": "wB97M-V/def2-TZVPD",
  "symbols": ["C", "C", "O", "H", "H", "H", "H", "H", "H", "C", "C", "O", "H", "H", "H", "H", "H", "H", "C", "C", "O", "H", "H", "H", "H", "H", "H", "C", "C", "O", "H", "H", "H", "H", "H", "H", "C", "O", "H", "H", "H", "H"],
  "positions_angstrom": [[-4.31873, 1.65593, -1.26153], [-4.44312, 0.43954, -2.10529], [-3.36455, 0.42932, -2.99598], [-4.00621, 2.52517, -1.84019], [-3.65744, 1.43433, -0.42388], [-5.26997, 2.00702, -0.86158], [-5.44206, 0.43952, -2.54142], [-4.36326, -0.41340, -1.43133], [-3.64715, 0.53537, -3.90730], [-1.54011, -1.37794, 0.13215], [-0.88050, -0.98104, 1.38894], [0.30883, -0.21425, 1.10975], [-0.87767, -1.88531, -0.56918], [-2.03517, -0.60935, -0.46139], [-2.22809, -2.18439, 0.38599], [-0.67232, -1.74758, 2.13540], [-1.53440, -0.27012, 1.89402], [0.12526, 0.47483, 0.46705], [3.07661, -1.44090, 3.34911], [1.99773, -1.03273, 4.40681], [1.19009, -0.06634, 3.80953], [3.48079, -0.54148, 2.88458], [2.73451, -2.04014, 2.50533], [3.88773, -1.98560, 3.83231], [2.36699, -0.71144, 5.38073], [1.33467, -1.86015, 4.65946], [0.86969, -0.49392, 3.01196], [2.64435, -0.31928, -0.91095], [3.89844, -0.30534, -1.70180], [3.67922, 0.29716, -2.96299], [2.52966, 0.65346, -0.43268], [2.51047, -1.07707, -0.13897], [1.82304, -0.39260, -1.62382], [4.33934, -1.30093, -1.75217], [4.70267, 0.39637, -1.48061], [3.08535, -0.24096, -3.49151], [-0.43261, 1.83176, -1.70922], [-0.18768, 2.06509, -0.36205], [-0.87453, 0.85044, -1.88189], [-1.10534, 2.64020, -1.99549], [0.49342, 1.80135, -2.28337], [-0.19794, 3.01541, -0.22655]],
  "homo_energy_ev": -9.42,
  "smiles": "CCO.CCO.CCO.CCO.CO",
  "e_above_lowest_ev": 2.688,
  "homo_lumo_gap_ev": 10.02
}

(2)
{
  "formula": "C35H66N8O3PRhSSi3",
  "method": "wB97M-V/def2-TZVPD",
  "symbols": ["Rh", "C", "O", "Si", "C", "C", "C", "Si", "C", "C", "C", "Si", "C", "C", "C", "H", "H", "H", "H", "H", "H", "H", "H", "H", "H", "H", "H", "H", "H", "H", "H", "H", "H", "H", "H", "H", "H", "H", "H", "H", "H", "H", "N", "C", "C", "C", "C", "C", "C", "S", "O", "O", "N", "C", "N", "C", "C", "C", "N", "H", "H", "H", "H", "H", "H", "H", "H", "H", "N", "P", "N", "C", "C", "C", "C", "C", "N", "C", "C", "C", "C", "C", "N", "C", "C", "C", "C", "C", "H", "H", "H", "H", "H", "H", "H", "H", "H", "H", "H", "H", "H", "H", "H", "H", "H", "H", "H", "H", "H", "H", "H", "H", "H", "H", "H", "H", "H", "H"],
  "positions_angstrom": [[13.62383, 11.10314, 12.90698], [13.83802, 8.50976, 16.87539], [14.13894, 8.87456, 15.48108], [15.49829, 9.79858, 15.02642], [17.09726, 9.08398, 15.71116], [15.02798, 11.40989, 15.88645], [15.38766, 9.87703, 13.13562], [15.34958, 8.14960, 12.43853], [15.07590, 8.13185, 10.54467], [14.11121, 6.88144, 13.06794], [16.83065, 7.00096, 12.69528], [16.39234, 11.26338, 12.31503], [15.81747, 13.06844, 12.31273], [17.09635, 10.90247, 10.49520], [18.03362, 11.49535, 13.20547], [13.60882, 7.45591, 16.96827], [13.00937, 9.15028, 17.18309], [14.65438, 8.69807, 17.59285], [17.91320, 9.90635, 15.71844], [17.55636, 8.18893, 15.27390], [17.03245, 8.83754, 16.76333], [15.10096, 11.49916, 17.04510], [14.01584, 11.65880, 15.61624], [15.59957, 12.27049, 15.46069], [14.29172, 8.85824, 10.22095], [14.88954, 7.09356, 10.34644], [15.96214, 8.47971, 9.95572], [14.48680, 6.51012, 14.02209], [14.00553, 6.04758, 12.34131], [13.09231, 7.33429, 13.28317], [16.83135, 6.48075, 13.68767], [17.77398, 7.53567, 12.58382], [16.79609, 6.25670, 11.93986], [16.60844, 13.69356, 12.86319], [14.83381, 13.34181, 12.66958], [15.81027, 13.47552, 11.27251], [16.40683, 11.20926, 9.73110], [17.32228, 9.91373, 10.24708], [17.98888, 11.52310, 10.46351], [18.39822, 10.55057, 13.57103], [18.02255, 12.20658, 14.05785], [18.75791, 11.86860, 12.46547], [14.34511, 15.61041, 7.42002], [13.95082, 14.27925, 7.39215], [14.83070, 13.21550, 7.73815], [14.35601, 11.95113, 7.93141], [12.93248, 11.73715, 7.87830], [12.09752, 12.69714, 7.38888], [12.66742, 13.92507, 7.04692], [11.99088, 10.46684, 8.73721], [12.25896, 9.26419, 8.06617], [10.66515, 11.04344, 8.78448], [12.58387, 10.53546, 10.25320], [11.87652, 9.79796, 11.10331], [12.10784, 9.97004, 12.47294], [11.26787, 9.50313, 13.40471], [10.13580, 8.80401, 12.97200], [10.13629, 8.39998, 11.63185], [11.00191, 8.84351, 10.74541], [15.24886, 15.71026, 7.80817], [13.55938, 16.29715, 7.56506], [15.83408, 13.46438, 7.95548], [15.00457, 11.09290, 8.24613], [11.05662, 12.44913, 7.20769], [12.03186, 14.67520, 6.59317], [11.53550, 9.69091, 14.46373], [9.33265, 8.47188, 13.63276], [9.47700, 7.57474, 11.27310], [12.52676, 12.63141, 13.36064], [11.23530, 13.32592, 13.93439], [10.80286, 13.05924, 15.58321], [10.83722, 14.05052, 16.59242], [9.76514, 13.87856, 17.67052], [9.72887, 12.43868, 18.23700], [9.66619, 11.41236, 17.05740], [10.68161, 11.66886, 16.00588], [11.41162, 15.02445, 13.79014], [12.68438, 15.64224, 14.16827], [12.54770, 17.15545, 14.42322], [12.00322, 17.76540, 13.17130], [10.64827, 17.11974, 12.76474], [10.23479, 15.86946, 13.55919], [9.85700, 13.08486, 13.04292], [8.60447, 12.62194, 13.58162], [7.42714, 13.31515, 12.91883], [7.47141, 13.03503, 11.37530], [8.83174, 12.43443, 10.88569], [9.97321, 13.18413, 11.56038], [10.74711, 15.05780, 16.18287], [11.78088, 13.97411, 17.14679], [8.84723, 14.22346, 17.27639], [10.08167, 14.61889, 18.40098], [8.81669, 12.36174, 18.76276], [10.55162, 12.20731, 18.96918], [8.70466, 11.49657, 16.49033], [9.63287, 10.41586, 17.53442], [10.50960, 11.11651, 15.04964], [11.70024, 11.40456, 16.36627], [13.45266, 15.53198, 13.40588], [13.08485, 15.14590, 15.09217], [13.52135, 17.52212, 14.70411], [11.80599, 17.39013, 15.23504], [12.80333, 17.69181, 12.41682], [11.91332, 18.81221, 13.37878], [10.64224, 16.80203, 11.68418], [9.80076, 17.82474, 12.89920], [9.48236, 15.30466, 13.02544], [9.84103, 16.20362, 14.49702], [8.63302, 12.84315, 14.66437], [8.44384, 11.53679, 13.39082], [7.40256, 14.40238, 13.06595], [6.49566, 12.94609, 13.38268], [7.31129, 13.94020, 10.79313], [6.61541, 12.44114, 11.20049], [8.92030, 12.47414, 9.81913], [8.96297, 11.35433, 11.11284], [9.95074, 14.29670, 11.26088], [10.96248, 12.90275, 11.13265]],
  "homo_energy_ev": [-7.16, -7.74],
  "spin_multiplicity": 5,
  "homo_lumo_gap_ev": [7.52, 5.82]
}